C3H4KMgO4 as an isolated structure in a non-equilibrium geometry, computed with ωB97M-V/def2-TZVPD.

CARTESIAN COORDINATES (ANGSTROEM)
H (-1.306, -0.941, 2.036)
C (-0.532, -1.689, 1.841)
C (-0.648, -3.048, 2.346)
O (-0.930, -2.730, 0.977)
H (0.270, -3.620, 2.505)
H (-1.511, -3.340, 2.950)
O (0.725, -1.175, 1.641)
H (0.686, -0.216, 1.428)
O (1.632, 2.163, -0.113)
C (1.102, 2.184, -1.141)
Mg (-0.572, 6.052, -7.611)
K (0.355, 3.905, -4.646)
O (0.729, 2.455, -2.213)

As for the net charge: +1. As for the orbital gap: 6.922 eV. The value obtained for the maximum force is 0.044 hartree/bohr.